Record 1
ORCA calculation (the ωB97M-V functional and the def2-TZVPD basis) on a single C4H8O2 molecule in a non-equilibrium geometry.

Atoms and positions in Å:
H1 -0.794 -0.348 1.491
H2 -0.247 0.253 -2.123
H3 1.103 -1.871 1.003
C1 -0.250 1.316 0.207
H4 0.688 1.715 -0.211
C2 1.192 -0.813 0.732
H5 -1.896 -1.004 -0.622
C3 -0.987 -0.388 -0.678
O1 -1.242 1.026 -0.800
C4 -0.170 -0.161 0.611
O2 -0.248 -0.677 -1.822
H6 -0.667 2.022 0.924
H7 1.789 -0.319 1.506
H8 1.731 -0.751 -0.218

Output
* relative energy (zero: lowest compared OMol25 entry of this formula, charge and spin): 1.858 eV
* spin multiplicity: 1
* max |F|: 1.22 eV/Å
* HOMO: -10.244 eV
* molar mass: 88.1 g/mol

Record 2
ORCA calculation (the ωB97M-V functional and the def2-TZVPD basis) on 2 unconnected molecules or ions with the total composition C2H4O2S in a non-equilibrium geometry.

Atoms and positions in Å:
H1 -1.191 0.344 -1.582
H2 -1.086 -0.428 1.260
O1 2.442 0.566 -0.850
C1 -1.022 -0.065 -0.630
O2 1.190 -0.938 0.653
H3 -1.025 -1.174 -0.685
S1 2.262 -0.046 0.430
H4 -0.672 1.399 0.825
C2 -0.900 0.343 0.579

Output
* relative energy (zero: lowest compared OMol25 entry of this formula, charge and spin): 2.557 eV
* spin multiplicity: 1
* max |F|: 3.98 eV/Å
* HOMO: -9.667 eV
* molar mass: 92.1 g/mol

Record 3
ORCA calculation (the ωB97M-V functional and the def2-TZVPD basis) on a single C20H29Br2F3N2O4 molecule in a non-equilibrium geometry.

Atoms and positions in Å:
H1 1.411 0.933 0.149
H2 0.762 1.264 -2.473
C1 -1.609 2.895 -1.464
C2 -1.412 -3.138 2.283
H3 -2.376 3.735 -1.200
H4 2.341 0.931 2.378
C3 -2.940 2.304 2.078
C4 -1.614 -0.362 3.581
O1 1.861 -1.002 -3.454
O2 0.465 2.686 3.723
C5 -0.367 1.606 3.247
C6 -1.259 1.317 -3.662
H5 -0.274 4.600 -0.874
H6 -0.904 3.607 -3.487
H7 0.000 -0.950 -4.629
H8 4.827 0.247 -3.255
H9 -2.685 3.032 -3.448
F1 -0.344 -6.881 2.028
O3 -2.736 -0.807 3.957
H10 1.159 0.523 -4.863
C7 -0.125 -5.523 2.532
C8 0.374 1.285 0.554
Br1 -2.795 -5.417 1.127
C9 -0.819 -0.541 2.160
C10 0.254 0.702 2.059
H11 1.430 2.461 3.614
H12 -2.175 0.601 -3.729
O4 3.113 -0.978 -5.488
H13 4.520 -1.431 -2.467
C11 -1.035 -4.553 1.619
H14 -0.467 -0.131 -2.135
H15 -2.263 -2.682 1.627
H16 -0.407 0.735 -0.091
N1 -0.638 0.546 4.307
C12 -1.613 2.779 -3.077
F2 -0.349 -4.331 0.352
Br2 -0.605 -5.571 4.452
H17 -0.937 1.482 -4.774
H18 -1.611 -0.591 1.318
H19 1.960 -0.505 1.679
C13 0.362 2.890 0.423
H20 -1.866 -3.214 3.346
C14 3.078 -0.937 -4.201
C15 4.542 -0.859 -3.481
H21 -4.010 2.310 1.632
H22 0.632 3.332 -1.862
C16 0.776 -0.270 -4.104
H23 0.245 0.058 4.591
C17 -0.022 0.569 -2.941
C18 -1.898 2.009 2.847
H24 1.466 3.250 0.527
H25 5.350 -1.373 -4.141
F3 1.284 -5.238 2.340
H26 -0.239 3.450 1.224
H27 0.334 -2.109 3.317
N2 1.625 0.179 2.375
C19 -0.156 3.447 -1.016
H28 -1.969 1.957 -0.909
H29 0.573 -2.279 1.489
C20 -0.220 -2.048 2.290

Output
* spin multiplicity: 1
* max |F|: 6.74 eV/Å
* HOMO: -9.722 eV
* molar mass: 578.3 g/mol

Record 4
ORCA calculation (the ωB97M-V functional and the def2-TZVPD basis) on a molecular structure, C23H41Cl2CoF8O6 in a non-equilibrium geometry.

Atoms and positions in Å:
F1 -2.904 -2.378 1.028
H1 -1.671 3.462 -4.214
H2 3.866 0.054 -1.072
H3 5.052 0.553 -2.606
H4 2.621 0.912 5.323
Cl1 5.662 -2.208 -1.821
H5 -3.548 3.551 3.000
F2 -3.420 -6.180 -1.448
H6 1.196 -0.704 -1.941
H7 4.611 2.535 -3.646
H8 2.923 -0.372 4.213
H9 -4.659 -8.678 0.489
O1 1.265 1.415 2.463
O2 3.190 2.073 -0.724
F3 -1.179 -5.414 0.527
H10 -4.164 1.565 1.422
H11 0.362 5.226 -2.339
H12 -0.997 3.361 3.100
C1 0.941 -0.835 -0.890
H13 -0.239 5.040 -0.720
H14 -0.707 1.389 -2.391
H15 2.764 2.468 3.362
C2 -4.059 -4.502 0.639
C3 -0.277 4.600 -1.717
O3 -3.870 -5.917 0.766
O4 -1.028 2.577 1.076
C4 -2.823 -3.700 1.073
C5 2.339 0.540 4.338
F4 -1.504 -3.967 -0.986
C6 3.202 2.704 -2.010
C7 4.132 -2.693 -2.638
H16 5.196 3.467 -2.151
C8 -0.395 2.404 -2.635
H17 6.175 1.531 -1.618
H18 -2.399 4.584 -1.582
C9 -1.480 -4.104 0.360
H19 -1.679 5.415 -3.038
H20 -1.867 0.702 1.168
H21 3.349 -2.792 -1.885
F5 -4.226 -8.919 -1.243
H22 -4.434 -4.185 -0.335
C10 -1.625 4.571 -2.350
F6 -2.657 -8.408 0.287
C11 5.141 1.413 -1.942
C12 -2.916 2.795 2.536
F7 -2.703 -3.923 2.320
C13 0.808 0.191 4.239
C14 0.601 0.252 2.823
H23 4.294 -3.663 -3.109
H24 0.181 -1.584 -0.669
H25 -3.734 3.120 0.704
H26 0.279 0.993 4.755
H27 -2.062 1.605 -0.382
H28 -4.727 -4.159 1.430
H29 -0.471 0.237 2.624
F8 -5.496 -6.505 -0.546
Cl2 3.678 -1.387 -3.804
C15 -2.086 1.664 0.706
H30 3.357 1.003 2.575
H31 0.990 -0.653 2.356
H32 -0.625 -3.430 0.406
C16 -1.598 3.249 -3.147
O5 0.709 0.401 -0.243
H33 -1.649 4.398 1.808
H34 -2.526 2.684 -3.059
C17 2.524 1.429 3.135
H35 -2.723 1.900 3.127
H36 2.928 3.742 -1.821
H37 1.872 -1.213 -0.467
O6 0.086 3.229 -1.523
C18 -3.344 2.263 1.254
C19 4.588 2.662 -2.564
H38 0.445 -0.746 4.660
H39 4.813 0.878 0.133
C20 -3.934 -8.202 -0.172
C21 -1.537 3.370 2.153
H40 0.349 2.318 -3.428
C22 4.204 1.041 -0.756
Co1 0.993 2.339 0.218
C23 -4.149 -6.676 -0.388
H41 2.405 2.225 -2.579

Output
* spin multiplicity: 4
* max |F|: 4.97 eV/Å
* total charge: +1
* HOMO (spin up / spin down): -11.434 / -11.149 eV
* molar mass: 695.4 g/mol

Record 5
ORCA calculation (the ωB97M-V functional and the def2-TZVPD basis) on a gas-phase ion, C6H16N2 (charge -1) in a non-equilibrium geometry.

Atoms and positions in Å:
C1 -1.316 -2.140 -1.453
C2 -1.674 -2.904 -0.199
H1 -0.077 2.185 1.143
H2 -2.703 -2.669 0.097
H3 2.743 2.186 2.857
H4 1.852 0.631 1.590
H5 3.204 3.128 1.643
H6 -1.879 -2.514 -2.311
H7 -2.489 -0.346 -1.117
C3 0.685 2.004 0.369
H8 2.693 1.430 0.260
H9 -0.265 -2.304 -1.716
H10 -1.600 -3.992 -0.322
C4 1.969 1.584 1.062
H11 0.782 3.027 0.012
H12 -1.231 0.348 0.614
C5 -0.568 -0.012 -0.175
H13 1.015 0.818 -1.188
N1 0.195 1.111 -0.659
N2 2.408 2.611 1.999
C6 -1.442 -0.638 -1.291
H14 -1.064 -2.690 0.687
H15 -1.255 -0.046 -2.191
H16 0.016 -0.806 0.290

Output
* relative energy (zero: lowest compared OMol25 entry of this formula, charge and spin): 0.482 eV
* spin multiplicity: 2
* max |F|: 1.41 eV/Å
* total charge: -1
* HOMO (spin up / spin down): 1.363 / -5.108 eV
* molar mass: 116.2 g/mol

Record 6
ORCA calculation (the ωB97M-V functional and the def2-TZVPD basis) on a molecular structure, C59H51BrCl3LaN8O3PS in a non-equilibrium geometry.

Atoms and positions in Å:
H1 -0.307 3.136 1.900
C1 -1.289 -2.625 -1.702
C2 2.866 2.466 -1.385
C3 6.170 -0.220 -1.920
C4 -0.739 2.630 7.687
H2 -2.070 -5.621 -3.457
H3 -4.328 -0.269 -1.464
Cl1 -3.167 2.972 -7.580
C5 -2.722 7.182 -0.985
H4 -0.027 2.503 4.182
C6 3.541 0.519 0.144
H5 -2.668 4.374 -3.464
C7 -2.179 -1.847 5.364
N1 0.553 -0.233 3.352
H6 2.129 4.364 -2.227
C8 -4.081 -0.189 -2.687
C9 4.122 4.515 -1.374
H7 -0.870 4.026 6.075
C10 2.365 -1.368 0.779
C11 -0.612 3.057 6.387
C12 -3.370 -2.941 -2.872
C13 -2.131 -3.153 5.664
C14 2.938 3.760 -1.966
H8 5.646 0.190 -2.786
H9 1.552 -5.141 -1.672
H10 3.423 -3.890 0.298
O1 -2.128 1.527 0.556
C15 -2.588 -0.517 -2.742
H11 -1.313 -3.830 5.683
C16 -2.477 -2.073 -2.507
H12 -2.940 -4.882 6.661
O2 0.434 0.115 -1.929
H13 -1.854 -6.233 -5.498
C17 -1.164 -5.294 -3.845
C18 -4.966 -1.172 -3.349
H14 -3.467 -0.147 5.548
H15 0.345 -5.785 -0.632
H16 -5.139 -3.625 6.734
H17 -3.017 -3.920 -2.811
C19 -0.461 0.360 6.941
H18 8.737 -0.296 0.997
N2 2.221 -0.014 0.675
N3 -0.990 -2.086 -0.495
H19 -4.998 -1.098 7.232
C20 0.317 -1.388 2.731
N4 3.551 -1.778 0.198
C21 -0.431 2.224 5.347
C22 -4.241 -1.815 6.569
H20 -0.910 3.289 8.694
C23 0.263 -5.457 -5.847
H21 -5.308 -3.241 -3.902
C24 5.731 -0.553 -0.592
H22 -2.507 3.566 0.282
C25 -2.569 4.570 -0.072
C26 8.441 -0.328 -1.119
C27 -1.991 0.019 -3.999
H23 4.487 2.571 1.601
C28 -0.671 -3.422 2.816
C29 -2.621 8.100 1.272
C30 -2.641 4.788 -1.419
N5 -2.686 9.072 1.881
N6 -2.609 0.966 -4.629
H24 4.440 5.298 -2.068
S1 -0.541 -0.638 -4.749
C31 4.040 -3.054 0.467
C32 -3.267 -1.141 5.809
H25 -1.414 -3.347 2.101
Cl2 -5.219 3.259 -5.544
H26 5.689 2.278 0.595
H27 7.938 0.193 -3.210
C33 -0.366 -0.198 4.376
C34 3.714 1.845 -0.488
La1 -0.256 0.560 0.117
H28 9.475 -0.114 -1.401
H29 -0.882 0.830 9.028
C35 -4.010 2.235 -6.203
H30 -3.202 2.977 -2.201
C36 1.073 -4.481 -5.399
H31 6.283 -0.327 1.481
C37 -0.508 -3.694 -1.972
H32 4.631 -3.271 1.361
H33 4.617 -3.354 -0.284
H34 0.205 -5.874 -6.965
H35 5.846 4.461 -0.530
H36 -2.115 0.106 -1.909
H37 -0.719 -1.860 -4.407
C38 -0.644 1.303 7.929
H38 1.381 -3.327 -3.655
C39 -2.740 6.134 -1.908
H39 -0.309 -4.278 3.579
C40 -3.044 2.073 -4.994
H40 2.104 1.663 -1.833
C41 8.062 -0.487 0.220
H41 -4.102 0.786 -2.964
H42 -2.633 6.417 -2.998
H43 -3.006 1.444 0.935
C42 0.012 -2.790 -0.005
C43 6.747 -0.548 0.462
H44 1.789 -4.782 0.216
H45 -2.864 8.360 -1.285
H46 0.510 0.395 -2.816
H47 1.087 3.706 1.080
C44 1.113 -5.027 -0.718
C45 -2.593 5.637 0.853
C46 0.761 -3.954 -4.108
O3 0.603 2.874 1.384
C47 4.284 -0.606 -0.119
C48 -4.671 -2.379 -3.457
H48 -0.830 -0.773 7.087
C49 4.699 2.748 0.440
H49 -2.352 5.555 1.928
C50 -0.908 -5.856 -5.035
C51 -1.081 -1.342 4.474
Cl3 -4.630 0.595 -6.591
Br1 -0.875 2.815 -2.633
C52 4.836 4.019 -0.355
C53 7.543 -0.116 -2.196
C54 -2.613 3.770 -2.455
C55 -0.305 0.776 5.601
N7 -0.566 -2.094 3.443
C56 -2.568 6.977 0.408
C57 -0.266 -4.368 -3.311
H50 2.032 -4.189 -5.914
C58 -3.073 -3.858 6.417
H51 -6.083 -0.734 -3.749
N8 0.398 -3.732 -0.907
P1 1.031 -2.701 1.628
C59 -4.271 -3.208 6.594

Output
* spin multiplicity: 2
* max |F|: 9.31 eV/Å
* HOMO (spin up / spin down): -6.761 / -6.771 eV
* molar mass: 1308.3 g/mol

Record 7
ORCA calculation (the ωB97M-V functional and the def2-TZVPD basis) on a molecular structure, C2H4F3O2SY in a non-equilibrium geometry.

Atoms and positions in Å:
S1 0.410 -1.800 -0.008
C1 -0.678 1.980 -1.424
O1 -0.981 -1.072 -0.270
H1 -1.141 -0.025 -0.129
F1 1.834 -1.661 2.185
Y1 1.355 0.757 -2.115
H2 -0.635 2.297 -0.364
H3 -1.589 1.497 -1.825
F2 0.227 -0.226 2.128
C2 0.577 -1.463 1.843
F3 -0.207 -2.310 2.480
H4 -0.695 2.956 -1.937
O2 1.523 -0.930 -0.564

Output
* relative energy (zero: lowest compared OMol25 entry of this formula, charge and spin): 0.000 eV
* spin multiplicity: 1
* max |F|: 3.10 eV/Å
* total charge: +2
* HOMO: -18.479 eV
* molar mass: 238.0 g/mol